Version 1
DFT (ωB97M-V/def2-TZVPD) results for 2 unconnected molecules or ions with the total composition C7H17NO.

Positions of all 26 atoms, in Å:
O -2.025 -0.991 1.469
N -0.971 0.435 0.171
C -0.811 2.027 -1.861
C -0.838 1.850 -0.253
C -1.306 0.019 1.523
C -0.448 0.711 2.553
C -1.467 -0.704 -0.800
C 2.147 -2.317 -0.735
C 2.129 -1.172 0.172
H -1.875 -0.111 -1.600
H 1.357 -3.155 -0.477
H 2.027 -2.189 -1.821
H -1.784 2.014 -2.507
H 2.696 -0.445 -0.354
H 2.536 -1.496 1.160
H -1.259 0.830 3.396
H -0.804 3.201 -2.152
H 0.512 0.092 2.788
H -0.467 -1.103 -1.192
H 3.023 -2.974 -0.577
H 1.091 -0.748 0.523
H 0.063 1.454 -2.515
H -1.888 -1.622 -0.317
H 0.048 2.218 0.261
H -1.566 2.490 0.321
H -0.119 1.687 2.823

Summary:
LUMO level in eV: 0.79
SMILES string: CCN(C)C(C)=O.CC
HOMO-LUMO gap in eV: 9.3
HOMO level in eV: -8.493

Here are the natural (NBO) charges for atoms 1 to 2, given in e: number 1, O, carries -0.6037; number 2, N, carries -0.4852

Version 2
DFT (ωB97M-V/def2-TZVPD) results for 2 unconnected molecules or ions with the total composition C7H17NO.

Positions of all 26 atoms, in Å:
O 1.155 -0.674 -2.507
N -0.983 -0.908 1.626
C -0.644 -2.115 0.935
C -1.385 -2.341 -0.412
C -0.383 1.520 1.255
C 0.654 1.949 -1.033
C 1.920 1.933 -0.464
C 0.084 0.102 1.680
C -0.574 1.677 -0.227
H 0.528 -0.002 2.735
H 2.681 2.274 -1.060
H 0.425 -2.088 0.886
H 1.746 -0.095 -2.976
H -0.896 0.723 -0.696
H 1.382 -1.563 -2.722
H 0.562 2.206 -2.170
H -2.402 -2.244 -0.304
H -1.088 -2.957 1.578
H -0.941 -1.729 -1.270
H -1.128 -3.329 -0.791
H -1.353 1.724 1.796
H -1.283 2.591 -0.484
H 1.050 -0.174 1.150
H -1.854 -0.439 1.399
H 0.375 2.265 1.627
H 2.350 1.696 0.451

Summary:
LUMO level in eV: 0.71
SMILES string: C=CCCCNCC.O
HOMO-LUMO gap in eV: 8.7
HOMO level in eV: -8.037

Here are the natural (NBO) charges for atoms 1 to 2, given in e: number 1, O, carries -0.9407; number 2, N, carries -0.6507

Which of them is least stable? Easy: version 1.

Version 1
DFT (ωB97M-V/def2-TZVPD) results for 2 unconnected molecules or ions with the total composition C7H17NO.

Positions of all 26 atoms, in Å:
O -1.680 2.033 -1.762
N -1.460 0.793 0.101
C -1.412 1.981 0.963
C 4.141 -0.734 0.935
C -1.321 0.988 -1.269
C 3.492 -2.100 0.890
C -1.477 -1.671 0.814
C -0.752 -0.333 0.759
C -0.729 -0.216 -2.004
H -2.481 -1.494 0.396
H 3.536 -2.568 -0.093
H -2.157 2.667 0.542
H 3.796 -0.130 0.085
H -1.704 1.996 1.998
H -0.315 0.064 1.676
H 3.844 -2.835 1.617
H 0.214 -0.555 -1.574
H -1.651 -1.875 1.864
H -0.469 0.063 -3.021
H 2.417 -2.056 1.104
H 0.180 -0.455 0.202
H -0.379 2.320 0.805
H -1.175 -2.366 0.044
H -1.403 -1.062 -1.901
H 5.225 -0.780 0.827
H 3.887 -0.061 1.755

Summary:
LUMO level in eV: 0.71
SMILES string: CCN(C)C(C)=O.CC
HOMO-LUMO gap in eV: 9.9
HOMO level in eV: -9.147

Here are the natural (NBO) charges for atoms 1 to 2, given in e: number 1, O, carries -0.6024; number 2, N, carries -0.4484

Version 2
DFT (ωB97M-V/def2-TZVPD) results for 2 unconnected molecules or ions with the total composition C7H17NO.

Positions of all 26 atoms, in Å:
O 0.072 -0.253 1.004
N -0.471 -1.755 -1.830
C -0.188 -0.337 -1.925
C -1.358 1.678 0.364
C 1.894 1.410 0.656
C -1.098 0.227 0.622
C 2.248 -1.099 0.680
C -2.252 -0.635 1.025
C 1.289 0.040 0.446
H 3.084 -1.018 -0.020
H -3.034 -0.606 0.261
H 2.493 1.437 1.574
H 0.645 -0.042 -0.977
H -1.047 0.323 -2.082
H 2.565 1.644 -0.176
H 0.490 -0.174 -2.766
H -1.926 -1.666 1.161
H 2.665 -1.095 1.694
H -1.153 -1.949 -1.111
H -1.354 2.263 1.294
H 1.752 -2.052 0.509
H -0.790 -2.158 -2.704
H -0.629 2.118 -0.313
H -2.713 -0.299 1.963
H -2.347 1.787 -0.083
H 1.162 2.212 0.731

Summary:
LUMO level (spin up / spin down) in eV: 0.81 / 0.59
HOMO-LUMO gap (spin up / spin down) in eV: 7.5 / 7.2
HOMO level (spin up / spin down) in eV: -6.679 / -6.585

Here are the natural (NBO) charges for atoms 1 to 2, given in e: number 1, O, carries -0.4533; number 2, N, carries -0.8544

Which of them is least stable? Easy: version 2.

Version 1
DFT (ωB97M-V/def2-TZVPD) results for C21H27N3O3 in the gas phase.

Positions of all 54 atoms, in Å:
O 0.020 3.137 1.315
O 4.968 -1.258 -0.016
O 3.284 -2.328 1.010
N -1.158 1.572 0.209
N 3.305 0.999 -0.438
N -3.578 0.149 0.019
C -6.067 -2.575 -0.285
C 2.311 1.914 -0.368
C -2.329 -0.534 -0.230
C 7.136 -2.168 -0.428
C 2.918 -0.135 0.247
C 0.003 2.102 0.669
C 3.703 -1.334 0.456
C 0.851 -0.861 1.595
C 1.633 0.076 0.745
C -1.294 0.485 -0.727
C 2.386 3.267 -0.978
C -2.415 2.227 0.497
C -7.193 -0.471 -0.258
C -4.784 -0.540 -0.060
C -5.983 0.178 -0.126
C -7.246 -1.853 -0.341
C 4.552 1.188 -1.127
C -3.413 1.193 1.010
C 5.773 -2.416 0.190
C 1.249 1.366 0.338
C -4.851 -1.933 -0.142
H 1.527 3.844 -0.646
H 0.515 -1.719 1.013
H 7.768 -3.038 -0.278
H -3.030 0.766 1.953
H -2.474 -1.280 -1.012
H -2.227 3.001 1.242
H -1.643 0.890 -1.687
H -1.949 -1.031 0.676
H 4.735 0.356 -1.807
H -3.954 -2.528 -0.077
H -0.330 0.000 -0.877
H 4.514 2.113 -1.696
H -0.008 -0.351 2.025
H -2.805 2.690 -0.418
H -5.964 1.257 -0.092
H -8.193 -2.359 -0.448
H 2.375 3.217 -2.068
H 5.852 -2.606 1.266
H -8.103 0.108 -0.309
H 5.277 -3.280 -0.268
H 7.038 -1.981 -1.494
H 3.288 3.789 -0.662
H -6.091 -3.654 -0.342
H 1.480 -1.250 2.392
H 7.606 -1.304 0.035
H -4.369 1.670 1.218
H 5.380 1.234 -0.418

Summary:
LUMO level in eV: 0.64
SMILES string: CCOC(=O)c1c(C)c(C(=O)N2CCN(c3ccccc3)CC2)c(C)n1C
HOMO-LUMO gap in eV: 8.5
HOMO level in eV: -7.874

Here are the natural (NBO) charges for atoms 1 to 2, given in e: number 1, O, carries -0.6287; number 2, O, carries -0.5294

Version 2
DFT (ωB97M-V/def2-TZVPD) results for C21H27N3O3 in the gas phase.

Positions of all 54 atoms, in Å:
O -0.191 -0.921 -2.307
O 4.033 -1.083 2.365
O 3.681 1.134 2.251
N -1.938 3.276 -1.413
N -2.686 2.233 -1.221
N -3.519 0.496 0.038
C -4.147 0.022 -1.181
C -0.262 4.897 -0.823
C 0.718 -0.805 -1.315
C -2.165 -1.513 0.259
C 2.287 -1.601 0.323
C -3.183 -0.877 -1.959
C -1.622 -2.907 -1.786
C 2.525 -0.298 0.748
C 0.975 0.509 -0.902
C 1.391 -1.858 -0.697
C -1.792 1.959 0.972
C 4.971 -0.883 3.420
C 3.460 0.016 1.847
C -1.101 3.706 -0.491
C -2.685 -2.035 -1.087
C -3.210 -0.611 0.917
C -2.649 1.548 -0.075
C 1.861 0.756 0.117
C -0.666 -2.178 -2.744
C 6.354 -0.548 2.878
C -1.006 3.058 0.753
H -3.679 -1.268 -2.848
H -1.254 -0.930 0.113
H 0.172 -2.842 -2.993
H -5.051 -0.527 -0.897
H -0.325 3.421 1.510
H 2.805 -2.417 0.801
H -1.049 -3.421 -1.011
H -2.345 -0.255 -2.272
H -3.543 -2.685 -0.867
H 6.692 -1.328 2.201
H 1.223 -2.878 -1.006
H 0.796 4.649 -0.747
H 0.451 1.309 -1.402
H -4.418 0.888 -1.784
H 4.982 -1.824 3.974
H -2.859 -0.252 1.884
H -1.195 -1.938 -3.670
H -4.138 -1.168 1.084
H 6.321 0.397 2.341
H 7.057 -0.461 3.702
H -2.118 -3.673 -2.386
H -0.468 5.710 -0.128
H -1.749 1.436 1.915
H 4.613 -0.073 4.065
H -1.929 -2.352 0.917
H -0.483 5.226 -1.834
H 2.058 1.764 0.449

Summary:
LUMO level in eV: 0.70
SMILES string: CCOC(=O)c1ccc(OCCC2CCN(c3ccc(C)nn3)CC2)cc1
HOMO-LUMO gap in eV: 8.7
HOMO level in eV: -7.979

Here are the natural (NBO) charges for atoms 1 to 2, given in e: number 1, O, carries -0.5157; number 2, O, carries -0.5160

Which of them is least stable? Easy: version 2.

Version 1
DFT (ωB97M-V/def2-TZVPD) results for C2HNO2S2 in the gas phase.

Positions of all 8 atoms, in Å:
S 2.204 0.080 -1.532
S -1.668 0.604 2.033
O -1.281 -0.813 -0.119
O 0.402 0.504 0.375
N -0.318 -1.015 -1.081
C -0.848 0.083 0.738
C 0.627 -0.172 -0.741
H 2.018 -0.838 -2.489

Summary:
LUMO level in eV: 0.30
SMILES string: S=c1onc(S)o1
HOMO-LUMO gap in eV: 9.7
HOMO level in eV: -9.369

Here are the natural (NBO) charges for atoms 1 to 2, given in e: number 1, S, carries 0.0804; number 2, S, carries -0.0720

Version 2
DFT (ωB97M-V/def2-TZVPD) results for C2HNO2S2 in the gas phase.

Positions of all 8 atoms, in Å:
S -1.422 -1.316 -0.671
S 1.432 -0.039 -1.283
O -2.114 0.856 0.669
O 1.736 -1.281 1.158
N -1.249 0.168 0.055
C 1.213 -0.585 0.344
C 0.152 0.584 -0.110
H 0.251 1.613 -0.162

Summary:
LUMO level (spin up / spin down) in eV: -1.75 / -1.75
SMILES string: O=C1S[C@H]1[N+](=O)[S-]
HOMO-LUMO gap (spin up / spin down) in eV: 7.8 / 7.8
HOMO level (spin up / spin down) in eV: -9.559 / -9.558

Here are the natural (NBO) charges for atoms 1 to 2, given in e: number 1, S, carries 0.0787; number 2, S, carries 0.2777

Which of them is least stable? Easy: version 2.

Version 1
DFT (ωB97M-V/def2-TZVPD) results for BrClFNO in the gas phase.

Positions of all 5 atoms, in Å:
Br 1.758 -0.432 -0.276
Cl -1.653 1.469 0.301
F 1.376 -0.484 1.517
O -1.141 0.138 -0.902
N -0.341 -0.690 -0.640

Summary:
LUMO level in eV: -2.50
HOMO-LUMO gap in eV: 7.2
HOMO level in eV: -9.700

Here are the natural (NBO) charges for atoms 1 to 2, given in e: number 1, Br, carries 0.6377; number 2, Cl, carries -0.1095

Version 2
DFT (ωB97M-V/def2-TZVPD) results for 2 unconnected molecules or ions with the total composition BrClFNO.

Positions of all 5 atoms, in Å:
Br -0.754 1.807 0.799
Cl 1.712 -0.790 -1.393
F -1.232 -1.145 0.939
O 0.204 -0.041 -0.774
N 0.069 0.170 0.430

Summary:
LUMO level (spin up / spin down) in eV: -3.14 / -3.17
HOMO-LUMO gap (spin up / spin down) in eV: 7.7 / 8.1
HOMO level (spin up / spin down) in eV: -10.836 / -11.224

Here are the natural (NBO) charges for atoms 1 to 2, given in e: number 1, Br, carries 0.3055; number 2, Cl, carries 0.2462

Which of them is least stable? Easy: version 2.